Version A
The following is a DFT calculation (ωB97M-V/def2-TZVPD) of a single C20H25N3OS molecule.

HOMO energy	-7.3	eV
gap between HOMO and LUMO	7.5	eV
SMILES	COc1ccc(N2CC[C@@H](CNC(=S)Nc3cccc(C)c3)C2)cc1

```
! wB97M-V def2-TZVPD RIJCOSX def2/J DEFGRID3
* xyz 0 1
C -4.652 -1.100 -2.032
O -4.228 -0.176 -1.121
C -2.922 0.333 -1.038
C -1.984 -0.209 -1.854
C -0.730 0.110 -1.768
C -0.521 1.101 -0.541
C -1.614 1.492 0.377
C -2.826 1.172 -0.116
H -3.671 1.510 0.537
H -1.315 2.284 0.994
N 0.792 1.757 -0.312
C 1.698 1.935 -1.493
H 1.852 0.859 -2.245
C 3.152 2.047 -0.596
H 3.810 2.613 -1.275
C 2.640 2.496 0.863
H 3.169 1.767 1.596
H 3.019 3.499 0.946
C 1.280 2.569 0.690
H 0.760 2.115 1.814
H 0.700 3.458 0.500
C 3.688 0.687 -0.351
N 2.855 -0.282 0.017
C 2.850 -1.623 -0.277
N 1.854 -2.323 -0.431
C 0.717 -2.190 0.415
C -0.500 -3.020 -0.070
C -1.701 -2.423 0.481
C -1.922 -1.755 1.696
C -0.672 -1.156 2.182
C 0.538 -1.265 1.483
H 1.387 -0.984 1.852
C -0.790 -0.174 3.322
H 0.128 0.045 3.577
H -1.285 -0.819 4.148
H -1.438 0.825 3.109
H -2.779 -1.510 1.853
H -2.624 -3.049 0.391
H -0.447 -3.466 -0.892
H 1.807 -3.256 -0.568
S 4.286 -2.381 -1.115
H 1.807 0.052 0.440
H 4.554 0.608 0.219
H 4.158 0.127 -1.448
H 1.454 2.844 -1.975
H 0.188 -0.141 -2.270
H -2.124 -0.984 -2.590
H -5.637 -1.442 -1.969
H -4.484 -0.610 -3.222
H -4.280 -1.970 -1.937
*
```



Version B
The following is a DFT calculation (ωB97M-V/def2-TZVPD) of a single C20H25N3OS molecule.

HOMO energy	-7.8	eV
gap between HOMO and LUMO	8.5	eV
SMILES	COc1cccc(N2CCN(C(=S)NCCc3ccccc3)CC2)c1

```
! wB97M-V def2-TZVPD RIJCOSX def2/J DEFGRID3
* xyz 0 1
C -4.965 3.286 -1.331
H -6.018 3.060 -1.493
O -4.256 2.189 -1.850
C -2.889 2.229 -1.823
C -2.250 1.148 -2.418
C -0.862 1.061 -2.464
C -0.112 2.093 -1.897
C -0.752 3.164 -1.308
C -2.133 3.251 -1.259
H -2.597 4.103 -0.789
H -0.159 3.950 -0.863
H 0.965 2.061 -1.881
N -0.299 -0.049 -3.119
C 1.098 -0.021 -3.504
H 1.181 -0.504 -4.485
C 1.980 -0.785 -2.491
N 1.339 -0.835 -1.198
C 1.833 -0.154 -0.137
S 3.123 0.882 -0.270
N 1.216 -0.334 1.055
H 0.715 -1.197 1.213
C 1.706 0.298 2.259
H 2.684 -0.114 2.543
H 1.842 1.362 2.048
C 0.698 0.094 3.392
C 0.533 -1.370 3.686
C -0.539 -2.087 3.169
C -0.653 -3.449 3.390
C 0.308 -4.113 4.133
C 1.379 -3.408 4.656
C 1.491 -2.048 4.432
H 2.328 -1.501 4.842
H 2.129 -3.920 5.240
H 0.220 -5.175 4.306
H -1.494 -3.991 2.983
H -1.302 -1.571 2.599
H -0.259 0.531 3.100
H 1.064 0.617 4.276
C 0.046 -1.491 -1.175
H -0.586 -0.994 -0.434
C -0.627 -1.340 -2.558
H -0.274 -2.109 -3.250
H -1.705 -1.447 -2.446
H 0.147 -2.553 -0.908
H 2.947 -0.297 -2.370
H 2.143 -1.815 -2.828
H 1.422 1.012 -3.613
H -2.866 0.384 -2.866
H -4.711 4.213 -1.854
H -4.785 3.413 -0.258
*
```



It comes down to version B, which is 0.5281 hartree more stable than the next structure.